Formula: C2H2O2S
Source: OMol25
Level of theory: ωB97M-V/def2-TZVPD

XYZ file:
```
7
Properties=species:S:1:pos:R:3:forces:R:3
S 1.654756 -0.029494 -0.020504 3.3 0.6 -0.1
O -0.616351 1.361864 -0.011910 -3.7 -2.2 0.8
O -1.923817 -0.630832 -0.040154 -0.2 -0.7 0.5
C 0.277602 -0.735008 0.050002 0.3 -0.1 0.5
C -0.900973 0.160516 0.095737 4.2 2.0 -1.5
H 0.280100 -1.788381 -0.016652 -0.9 -1.1 0.1
H -2.694621 -0.141032 -0.113208 -3.0 1.6 -0.3
```
Positions in Å, forces in eV/Å.

spin multiplicity	1
E_LUMO	-0.92	eV
energy above the lowest of the compared OMol25 structures with the same formula, charge and spin	1.158	eV
charge	0
structure (SMILES)	O=C(O)C=S
gap between HOMO and LUMO	7.92	eV

***

Formula: C27H32AsBrIrN4
Source: OMol25
Level of theory: ωB97M-V/def2-TZVPD

XYZ file:
```
66
Properties=species:S:1:pos:R:3:forces:R:3
Ir 0.303977 -0.257470 -1.184612 1.7 1.7 -0.6
Br -5.014036 -1.198522 -3.077871 -0.1 -0.1 0.0
As -0.593013 -0.118869 1.163044 -0.2 -1.3 0.9
N -1.383547 0.432734 -2.159464 -0.1 -0.3 0.0
N 2.191193 -0.737527 -0.219135 -0.5 -0.4 -0.2
N 1.716002 0.809454 -2.442117 -0.7 -0.6 0.0
N 0.478829 -1.625298 -2.764185 -0.1 0.2 0.5
C 1.682617 -3.096113 3.208777 0.0 0.0 0.1
C 1.338241 -4.222253 2.478187 0.0 -0.1 0.0
C -1.405851 1.621858 -2.784258 -0.1 0.0 0.0
C 0.251414 -1.739386 1.824264 0.2 0.0 -0.1
C 0.873286 3.703381 0.578398 0.0 0.0 -0.1
C 1.835226 3.894913 1.558842 0.0 0.0 0.0
C -2.787415 0.296514 4.618417 0.1 -0.1 0.0
C 0.495861 1.456064 1.411623 0.0 0.2 -0.4
C 1.474376 1.654308 2.386694 0.0 -0.1 -0.1
C -1.766838 0.132871 3.693827 -0.2 0.2 0.0
C 0.457836 -4.116261 1.407553 -0.1 0.1 0.1
C -3.576485 -0.021649 -2.986663 0.0 0.0 0.0
C -2.457118 -0.376144 -2.253221 0.0 0.2 -0.1
C -4.427247 0.221469 2.849522 0.0 -0.1 -0.1
C 3.026983 0.912933 -1.749971 0.3 0.1 0.1
C -3.595508 1.203129 -3.643417 0.0 0.1 0.0
C -4.112413 0.318068 4.196806 0.0 0.0 0.0
C 1.137389 -1.856134 2.891722 0.0 0.1 0.0
C 1.729399 0.157079 -3.774532 0.3 0.2 -0.4
C -0.087260 -2.881015 1.087168 0.1 0.0 0.0
C -2.102772 0.031408 2.347914 -0.1 0.2 -0.4
C -3.418029 0.059946 1.908841 0.0 0.2 0.0
C -2.491951 2.035123 -3.529911 0.0 0.0 0.0
C 2.128303 2.875834 2.461832 0.0 0.0 0.0
C 1.656309 -1.325974 -3.617366 0.2 -0.2 -0.4
C 3.360970 -0.372517 -1.048031 0.2 0.1 0.0
C 0.206420 2.485372 0.499640 0.0 -0.1 0.0
H -2.420724 -1.320261 -1.726100 0.0 0.0 0.0
H 2.370317 -3.180764 4.039736 0.0 0.0 0.0
H 2.265833 -1.708754 0.081068 -0.1 0.0 0.2
H 2.201927 -0.169487 0.628940 0.1 -0.1 0.1
H 0.856973 0.518430 -4.323038 0.0 0.0 0.0
H -5.457723 0.262750 2.523922 0.0 -0.1 0.0
H 2.940949 1.716657 -1.014904 -0.1 0.0 0.0
H -4.456570 1.499333 -4.228853 0.0 0.0 0.0
H 2.353447 4.842108 1.630698 0.0 0.0 0.0
H -2.471738 3.001167 -4.015195 0.0 0.0 0.0
H 1.734722 -5.188961 2.758703 0.1 0.0 -0.1
H -2.539554 0.396170 5.666456 -0.1 -0.1 0.0
H 0.525267 -2.597770 -2.460719 -0.2 0.0 0.1
H 2.867463 3.038959 3.235318 0.0 0.0 0.0
H -4.904832 0.383183 4.929875 0.0 0.1 0.0
H 0.632760 4.504122 -0.109279 0.0 0.0 0.0
H 1.720378 0.880843 3.098871 0.0 0.0 0.0
H 4.263372 -0.230920 -0.452177 -0.1 -0.1 0.1
H -0.585628 2.348664 -0.230463 -0.1 0.1 0.1
H 2.534461 -1.745110 -3.141670 0.0 0.0 0.0
H 1.585898 -1.787752 -4.604492 -0.2 -0.2 0.1
H -0.542023 2.260095 -2.666655 0.0 0.0 0.0
H 3.570612 -1.179214 -1.741162 0.1 0.0 0.1
H 1.383669 1.759197 -2.585403 0.0 0.0 0.1
H -3.669185 -0.029535 0.859172 0.0 0.0 0.0
H -0.365795 -1.528459 -3.329198 -0.1 -0.1 0.1
H 0.183095 -4.995226 0.839209 0.0 0.0 0.0
H -0.737719 0.098281 4.029615 0.0 0.0 0.0
H -0.808017 -2.805505 0.278551 0.0 -0.1 0.0
H 1.407292 -1.003008 3.497028 0.0 0.0 0.0
H 3.820808 1.180486 -2.450054 -0.1 0.1 -0.1
H 2.615115 0.422956 -4.356114 0.0 0.2 0.1
```
Positions in Å, forces in eV/Å.

spin multiplicity	1
E_LUMO (alpha / beta)	-11.02 / -11.02	eV
energy above the lowest of the compared OMol25 structures with the same formula, charge and spin	1.209	eV
charge	+3
gap between HOMO and LUMO (alpha / beta)	5.71 / 5.71	eV

***

Formula: C3H2S
Source: OMol25
Level of theory: ωB97M-V/def2-TZVPD

XYZ file:
```
6
Properties=species:S:1:pos:R:3:forces:R:3
S 1.468156 -0.332379 2.055973 -2.6 0.8 -3.7
C 0.147412 0.506997 -0.648531 -0.6 2.0 -2.6
C 0.444040 -0.072187 0.572137 1.6 -1.7 3.1
C -0.694661 -0.466371 -0.241087 0.6 0.8 1.2
H -1.672587 -1.005034 -0.260702 1.3 0.5 -0.3
H 0.307641 1.368974 -1.477789 -0.2 -2.4 2.2
```
Positions in Å, forces in eV/Å.

spin multiplicity	1
E_LUMO	0.16	eV
energy above the lowest of the compared OMol25 structures with the same formula, charge and spin	1.001	eV
charge	0
structure (SMILES)	S=c1cc1
gap between HOMO and LUMO	8.28	eV

***

Formula: C12H27Cl6N3O3
Source: OMol25
Level of theory: ωB97M-V/def2-TZVPD

XYZ file:
```
51
Properties=species:S:1:pos:R:3:forces:R:3
Cl 1.272730 1.361461 -2.226832 -0.3 -0.3 0.1
Cl 2.954124 -1.934955 -3.022147 0.3 0.1 -0.2
Cl 1.925714 -2.681202 0.634199 0.7 0.5 -0.3
Cl 3.332938 -1.206088 -5.844112 0.0 -0.2 -0.3
Cl 0.994428 -4.219338 2.922235 0.3 -0.2 0.4
Cl -0.782850 -0.794659 -2.169713 -0.1 0.1 -0.3
O -3.392701 0.127850 -0.135989 0.1 0.1 0.4
O -1.722626 -4.239966 1.331901 -1.5 -0.3 0.0
O 3.166356 2.981912 2.175819 0.1 0.4 -0.2
N 3.669227 3.082305 -0.047189 0.1 0.0 0.4
N -2.300230 -2.068615 1.503690 -0.1 0.2 -0.3
N -3.357998 2.254029 0.659661 0.6 -0.3 -0.6
C 3.976667 -1.081567 -4.217981 -0.4 0.2 0.4
C -3.395386 1.921228 2.077602 -0.6 1.3 -0.3
C -2.266851 -3.253460 0.846446 -0.3 -0.2 0.4
C 3.632766 4.524152 -0.185775 0.2 -0.3 -1.6
C -3.209319 1.876146 -1.752704 -0.2 0.0 0.1
C 3.476312 2.445322 1.128607 -0.3 -1.0 0.4
C 0.605063 -3.574041 1.348356 -0.5 -0.1 -0.3
C -2.897483 -3.272671 -0.504113 -0.3 -0.3 -1.3
C -2.022115 -1.950052 2.921010 0.2 0.3 -0.1
C 0.561469 -0.037077 -1.357898 0.7 0.0 0.5
C -3.320529 1.335555 -0.331739 -0.1 -0.5 -0.7
C 3.590839 0.916543 1.048387 -0.7 0.4 -0.4
H -3.506043 2.924348 -1.784460 0.2 0.0 -0.2
H 0.273720 0.286520 -0.362445 -0.2 0.2 -0.1
H 1.344620 -0.775757 -1.243492 0.0 0.0 -0.2
H -1.921092 -0.889672 3.151525 0.0 0.0 0.0
H -4.374034 1.488373 2.271015 0.2 -0.4 0.3
H -2.672481 -4.205656 -1.020731 0.2 -0.1 0.3
H -2.556245 1.353671 2.466592 0.0 -0.4 -0.3
H 4.045310 2.497070 -0.768605 -0.1 0.2 -0.3
H 2.619781 4.902463 -0.330809 -0.1 0.0 0.9
H 4.527231 0.562265 1.468734 0.0 -0.1 0.0
H 3.438598 0.549316 0.029139 0.4 0.0 0.0
H -2.554718 -2.476166 -1.165224 0.1 0.2 0.3
H 3.953985 -0.025668 -3.975949 0.1 -0.1 0.2
H -2.676826 -1.258208 1.020800 -0.2 -0.1 0.0
H -2.220486 1.698969 -2.176405 0.3 0.4 0.4
H -1.076707 -2.426969 3.174251 -0.2 -0.1 0.2
H -3.828131 1.309026 -2.448857 -0.4 0.0 0.4
H -3.375216 2.890899 2.579582 0.0 -0.2 0.2
H -3.986916 -3.198198 -0.503024 0.0 0.1 0.4
H 4.045983 4.737018 -1.180223 0.4 0.0 0.3
H -3.170493 3.192357 0.350085 0.0 0.1 0.4
H 4.973416 -1.498947 -4.167301 0.0 0.0 -0.1
H -2.839456 -2.351604 3.520891 0.1 -0.2 0.1
H 2.740031 0.515683 1.598991 0.3 0.0 0.3
H 4.239811 5.017334 0.563923 -0.3 0.2 0.2
H -0.276116 -2.949475 1.457509 1.1 0.2 0.0
H 0.341931 -4.381802 0.672766 0.3 0.0 0.2
```
Positions in Å, forces in eV/Å.

spin multiplicity	1
E_LUMO	0.24	eV
charge	0
structure (SMILES)	CNC(C)=O.CNC(C)=O.CNC(C)=O.ClCCl.ClCCl.ClCCl
gap between HOMO and LUMO	9.74	eV

***

Formula: C4H14NOS
Source: OMol25
Level of theory: ωB97M-V/def2-TZVPD

XYZ file:
```
21
Properties=species:S:1:pos:R:3:forces:R:3
S -1.205606 -0.309967 -2.617531 0.1 -0.1 -0.1
O 1.444552 -2.552572 0.332283 -0.4 -0.1 0.0
N 1.133773 0.144765 -0.349240 -0.5 0.9 0.9
C -1.308325 0.585338 0.068588 -0.4 -0.5 -0.3
C 0.466733 1.360650 1.690010 -0.7 -0.3 -0.5
C -1.565447 -0.609974 -0.866740 -0.1 0.5 0.3
C 0.122403 1.119182 0.215346 0.0 -0.5 -0.1
H -1.417963 1.012824 -2.589465 -0.1 0.0 0.0
H 1.127520 -0.761448 0.140626 0.0 -0.4 -0.1
H -2.002525 1.389681 -0.210119 0.3 0.0 0.1
H 1.310927 2.025651 1.791904 0.3 0.1 0.2
H 0.249622 1.997545 -0.417342 0.0 0.2 0.3
H 1.210638 -3.155887 -0.398983 0.3 0.1 0.2
H -1.625323 0.211049 1.034933 -0.1 0.1 0.4
H 2.358843 -2.743987 0.600324 0.0 -0.1 -0.2
H 2.093938 0.550446 -0.171978 0.1 -0.2 -0.6
H 0.903217 -0.005373 -1.341752 0.6 -0.1 -0.3
H -2.589674 -0.952931 -0.717520 -0.1 0.2 -0.2
H -0.955106 -1.437251 -0.540957 0.4 -0.4 -0.1
H -0.418868 1.742753 2.204582 0.2 0.3 0.0
H 0.666669 0.389507 2.143034 0.2 0.1 0.1
```
Positions in Å, forces in eV/Å.

spin multiplicity	2
E_LUMO (alpha / beta)	0.59 / 0.49	eV
energy above the lowest of the compared OMol25 structures with the same formula, charge and spin	0.359	eV
charge	0
gap between HOMO and LUMO (alpha / beta)	3.50 / 10.20	eV

***

| no. | E (Eh) |
| --- | --- |
| 1 | -626.0198 |
| 2 | -6180.2424 |
| 3 | -513.5639 |
| 4 | -3624.5970 |
| 5 | -688.8596 |